Entry 1:
Below is a molecular structure, C16H23N5STa, with properties calculated with ωB97M-V/def2-TZVPD.

Geometry as XYZ:
```
46
Properties=species:S:1:pos:R:3:forces:R:3
Ta 0.25661 -0.47345 0.13254 0.7 -0.6 -1.2
C -0.36751 1.64584 -3.84119 0.9 -0.3 0.2
C -0.33455 1.08461 -2.50178 0.1 0.1 1.0
N 0.47199 0.18118 -2.00010 -1.2 0.7 -0.9
C 1.49478 -0.30233 -2.95019 1.2 -0.7 2.0
C 2.06194 -1.46209 -2.18189 1.0 -0.5 -0.4
N 2.38749 -1.07280 -0.78328 -1.0 0.4 0.9
C 3.19140 -2.09699 -0.01093 -0.3 0.7 1.6
C 2.30353 -2.57921 1.13681 0.0 -1.2 1.9
N 1.50688 -1.43187 1.75216 0.8 1.2 -0.8
C 0.65579 -1.67067 2.94580 -0.3 -1.5 1.7
C -0.14776 -0.41775 3.26245 -0.5 0.2 0.9
N -0.63354 0.19785 2.00136 0.3 -0.7 -0.6
C -1.62368 1.03913 2.02831 -0.9 0.8 -1.1
C -2.39637 1.41838 3.22967 1.1 -1.4 -0.1
C -1.99059 1.61700 0.66727 1.5 -1.2 0.2
C -2.89857 2.63689 0.43941 -0.2 -0.7 -0.2
C -3.04852 3.13929 -0.84362 -0.2 0.6 -1.3
C -2.17962 2.65328 -1.86021 -1.5 1.0 0.2
C -1.27707 1.65072 -1.55782 -0.5 -0.6 0.9
N -1.20765 1.05442 -0.33014 -1.2 2.0 0.9
H 0.12452 0.99306 -4.51907 0.4 -0.2 -0.9
H 0.14062 2.62572 -3.83342 -0.3 -0.1 -0.2
H -1.39811 1.70875 -4.10150 -0.7 0.4 -0.6
H 2.22288 0.47832 -3.04816 0.5 0.5 -0.4
H 1.19209 -0.64794 -3.91807 -0.7 0.0 -0.4
H 2.96517 -1.90610 -2.56146 0.3 0.0 -0.8
H 1.31244 -2.24455 -2.24466 -0.2 -0.4 0.6
H 2.94427 -0.20499 -0.75172 -0.1 -0.4 -0.6
H 4.11211 -1.62626 0.39091 -0.6 0.0 -0.3
H 3.54525 -2.93776 -0.58471 -0.2 -0.2 -0.6
H 2.86062 -3.07970 1.98180 -0.1 0.6 -1.0
H 1.58513 -3.35858 0.85979 -0.1 0.3 -0.4
H 2.22377 -0.70919 2.01056 -0.6 -0.7 0.1
H 1.24357 -1.96697 3.89592 -0.7 0.4 -1.6
H -0.08110 -2.52099 2.75631 1.1 0.9 -0.1
H 0.39617 0.38256 3.79481 0.2 -0.5 -0.1
H -1.00515 -0.70175 3.93617 0.9 0.1 -0.8
H -2.03618 0.81033 4.06975 -0.6 0.5 -0.1
H -3.42556 1.21152 2.98967 -0.7 0.0 0.2
H -2.26658 2.45126 3.47268 0.0 0.9 0.1
H -3.59268 2.94658 1.19241 0.0 0.3 0.6
H -3.84190 3.92634 -1.07765 1.2 -1.2 0.3
H -2.34294 3.06724 -2.87765 0.5 -0.4 0.8
S -2.02517 -3.32837 -0.35121 0.2 0.2 -0.1
C -1.07823 -2.17996 -0.21613 0.2 0.4 0.2
```
Forces are in eV/Å.

For the LUMO energy (spin up / spin down), the calculation gives -15.83 / -15.61 eV. Its multiplicity is 2. The energy relative to the best compared isomer or geometry (same formula, charge and spin) is 0.000 eV. The calculation puts the frontier orbital gap (spin up / spin down) at 6.040 / 7.543 eV. As for the net charge: +4.

***

Entry 2:
Below is C24H36N2O4 in the gas phase, with properties calculated with ωB97M-V/def2-TZVPD.

Geometry as XYZ:
```
66
Properties=species:S:1:pos:R:3:forces:R:3
C -5.74766 -1.57258 0.21045 0.0 0.1 0.1
O -5.32249 -2.74978 -0.43721 0.1 -0.2 0.0
C -6.14906 -3.11513 -1.52211 -0.1 0.0 0.1
C -6.08829 -2.12952 -2.69659 -0.1 -0.2 0.3
O -7.08582 -1.53533 -3.06352 -0.4 0.1 0.0
N -4.88879 -1.96884 -3.29026 0.2 0.2 -0.1
C -3.67009 -2.66494 -2.92197 0.3 -0.4 0.1
C -2.44985 -1.79149 -3.22638 0.0 0.3 0.2
C -2.79544 -0.32858 -2.92418 -0.2 -0.4 -0.1
O -1.67326 0.52147 -3.06717 0.2 0.2 0.0
C -0.73739 0.59571 -2.08243 0.2 0.1 0.0
C 0.32128 1.47174 -2.33672 -0.2 -0.1 -0.1
C 1.33538 1.63526 -1.41956 -0.1 -0.1 0.1
C 1.31922 0.93034 -0.21799 -0.3 0.0 0.0
C 2.35348 1.15410 0.83682 0.0 0.0 -0.2
O 2.03888 1.51400 1.95917 -0.1 0.0 0.3
N 3.64826 0.97143 0.48203 0.1 0.1 0.0
C 4.09327 0.35631 -0.74241 0.1 -0.1 -0.2
C 4.66941 1.25971 1.47234 -0.1 -0.1 0.4
C 4.94912 0.05648 2.37469 0.2 0.2 -0.1
C 6.00134 0.34567 3.44480 -0.2 0.2 -0.1
C 5.60290 1.44800 4.42314 0.2 -0.4 0.1
C 4.27482 1.19743 5.14366 0.0 0.2 -0.1
C 4.33946 2.05373 6.41888 -0.1 0.0 0.1
C 5.81480 2.46109 6.58842 0.1 0.0 0.1
C 6.58470 1.60239 5.58619 -0.1 0.3 -0.1
C 0.25230 0.08393 0.04567 0.3 0.2 0.0
C -0.76235 -0.09965 -0.87757 -0.3 -0.1 -0.2
C -3.85342 0.15415 -3.92768 0.1 -0.1 0.2
C -4.74530 -1.01363 -4.36959 -0.2 0.3 -0.2
H -5.04862 -1.40102 1.02682 -0.1 0.1 0.0
H -5.74019 -0.71355 -0.46929 0.0 0.0 0.0
H -6.75985 -1.69037 0.61230 0.0 0.0 0.0
H -5.81631 -4.10582 -1.84276 -0.1 0.1 0.0
H -7.19891 -3.17176 -1.20459 0.1 0.0 -0.1
H -3.59914 -3.60924 -3.47865 0.1 0.0 0.1
H -3.69785 -2.89184 -1.85580 0.0 0.0 -0.2
H -1.60430 -2.11897 -2.62078 0.0 0.0 0.0
H -2.15465 -1.86698 -4.27399 0.0 0.0 0.0
H -3.19518 -0.25452 -1.90334 0.1 0.0 -0.1
H 0.31758 2.01809 -3.26669 0.0 0.1 -0.1
H 2.13767 2.32776 -1.62670 0.1 0.1 0.0
H 3.25038 -0.06120 -1.28781 0.1 0.0 0.0
H 4.60271 1.08605 -1.37951 0.0 -0.1 0.0
H 4.79498 -0.44928 -0.51533 0.0 0.0 0.0
H 5.57829 1.57368 0.95222 0.0 0.0 0.0
H 4.29520 2.08590 2.07889 0.1 0.0 -0.1
H 5.29126 -0.78301 1.76308 -0.1 0.0 0.0
H 4.01244 -0.23472 2.85036 -0.1 0.0 0.0
H 6.17871 -0.57518 4.00677 0.1 0.0 0.1
H 6.94246 0.62224 2.96128 0.1 -0.1 0.0
H 5.54862 2.40343 3.89354 0.0 0.1 0.0
H 3.41596 1.45136 4.52531 -0.1 -0.1 -0.1
H 4.20568 0.14001 5.40586 0.0 -0.1 0.0
H 3.98667 1.48870 7.28127 -0.1 0.0 0.0
H 3.70778 2.93654 6.32595 -0.1 0.0 0.1
H 5.94336 3.51573 6.34099 0.0 0.0 0.0
H 6.16717 2.31339 7.60857 0.0 0.1 0.0
H 7.52781 2.05752 5.28493 0.1 0.0 0.0
H 6.79851 0.62147 6.01537 0.0 -0.1 0.0
H 0.21994 -0.44235 0.98783 0.0 0.0 0.1
H -1.56627 -0.77652 -0.63463 -0.1 -0.1 0.0
H -4.45347 0.94207 -3.47334 0.0 0.0 0.0
H -3.33799 0.57731 -4.79010 0.0 0.0 0.0
H -4.31362 -1.52724 -5.23370 0.0 0.0 0.0
H -5.74361 -0.66193 -4.63270 0.2 -0.1 -0.1
```
Forces are in eV/Å.

For the LUMO energy, the calculation gives 0.64 eV. Its multiplicity is 1. The energy relative to the best compared isomer or geometry (same formula, charge and spin) is 0.607 eV. The calculation puts the frontier orbital gap at 9.278 eV. As for the net charge: 0.

***

Entry 3:
Below is a gas-phase ion, CHN6 (charge -1), with properties calculated with ωB97M-V/def2-TZVPD.

Geometry as XYZ:
```
8
Properties=species:S:1:pos:R:3:forces:R:3
C -0.35745 -1.72073 0.47516 -0.6 -6.5 1.2
N -0.43166 -2.96688 0.55223 0.6 3.5 0.9
N -3.40445 -2.65865 -1.05274 -3.6 2.3 -1.3
N -1.49588 -3.71565 -0.26069 0.9 -4.0 -0.2
N -2.46751 -3.15786 -0.63085 0.9 -0.4 0.2
N 0.25456 0.46820 0.71109 -0.2 3.5 0.7
N 0.23424 -0.71453 0.25356 2.7 2.8 -1.5
H 1.18370 0.94353 0.58875 -0.7 -1.2 0.0
```
Forces are in eV/Å.

For the LUMO energy (spin up / spin down), the calculation gives 4.56 / 3.07 eV. Its multiplicity is 3. The calculation puts the frontier orbital gap (spin up / spin down) at 4.960 / 6.499 eV. As for the net charge: -1.

***

Entry 4:
Below is a molecular structure, C4H12F6HfO4, with properties calculated with ωB97M-V/def2-TZVPD.

Geometry as XYZ:
```
27
Properties=species:S:1:pos:R:3:forces:R:3
Hf 32.34302 -4.94825 16.04557 -0.7 1.0 -4.0
F 32.41546 -6.98499 14.87366 0.5 1.7 1.6
F 30.32696 -5.37614 14.47924 0.6 0.1 1.3
F 32.70626 -4.04715 14.02147 0.2 -0.9 2.6
F 33.92035 -3.49436 16.79695 -1.6 -1.5 -0.5
F 33.27607 -6.38232 17.59672 -0.7 1.4 -1.3
F 30.96505 -3.11829 16.25294 1.5 -2.1 0.3
C 30.76908 -5.45915 19.17680 -0.3 1.0 0.6
C 29.77086 -5.93709 18.17036 -0.5 -0.8 -1.8
O 30.45471 -6.25904 16.95739 0.9 0.5 0.9
O 31.56858 -4.46765 18.52476 -0.5 -0.6 0.7
H 31.35379 -6.21432 19.70562 0.3 -0.4 -0.7
H 30.22032 -4.94577 19.98099 -0.3 0.0 0.0
H 29.05103 -5.16616 17.88777 0.2 0.5 0.3
H 29.15526 -6.79588 18.44895 0.3 -0.1 0.6
H 30.15954 -7.02692 16.46205 0.0 0.3 -0.3
H 32.11071 -4.10721 19.23168 0.6 0.2 -0.6
C 35.66153 -6.55364 14.82253 -0.4 0.8 2.7
C 37.09826 -6.26162 15.25404 0.9 -0.3 -2.1
O 37.91189 -5.64427 14.19562 -0.1 0.0 0.4
O 34.89690 -5.34725 15.03276 0.6 -1.3 -0.5
H 35.36936 -7.22888 15.63640 -0.6 -0.2 -0.3
H 35.42018 -7.02180 13.87257 0.5 0.1 -0.2
H 37.64724 -7.18453 15.45089 -0.2 -0.1 0.1
H 37.17766 -5.61930 16.12749 -0.6 -0.1 0.2
H 37.70237 -4.70563 14.16987 -0.1 -0.1 -0.1
H 35.54306 -4.65721 14.88766 -0.7 0.8 0.1
```
Forces are in eV/Å.

For the LUMO energy, the calculation gives 5.24 eV. Its multiplicity is 1. The calculation puts the frontier orbital gap at 6.449 eV. As for the net charge: -2.